Below is a molecular structure, C64H54N8O4Re, with properties calculated with the ωB97M-V functional and the def2-TZVPD basis.

The geometry in XYZ format:
```
131
Properties=species:S:1:pos:R:3:forces:R:3:mulliken_charge:R:1
Re 0.282 -0.056 -0.267 -0.045 -0.312 -0.309 2.192
C 5.174 -4.757 7.056 -0.113 -0.097 0.386 -0.863
O 5.524 -4.420 5.729 0.109 0.069 -0.363 -0.444
C 4.587 -3.916 4.914 -0.216 0.251 -0.285 0.691
C 3.224 -3.825 5.211 0.302 -0.216 0.242 -0.636
C 2.357 -3.234 4.316 0.017 0.096 -0.304 -1.110
C 2.803 -2.720 3.096 0.120 -0.076 0.332 0.503
C 4.164 -2.858 2.785 -0.120 0.082 0.120 -0.203
C 5.037 -3.439 3.672 0.076 -0.145 0.247 -1.027
C 1.890 -2.068 2.155 -0.271 0.090 -0.383 1.297
C 0.990 -1.097 2.614 0.070 0.123 0.139 -0.310
C 0.824 -0.651 3.963 -0.048 0.049 -0.199 -1.319
C -0.319 0.083 4.000 0.082 -0.130 -0.156 -1.495
C -0.843 0.112 2.668 0.265 -0.060 0.153 -0.350
N 0.024 -0.528 1.835 -0.450 -0.154 -0.993 -0.619
C -2.070 0.674 2.280 0.001 -0.043 -0.606 1.330
C -2.515 0.761 0.949 -0.224 0.012 0.673 0.242
C -3.830 1.178 0.576 0.065 -0.020 -0.363 -1.808
C -3.877 1.191 -0.782 0.070 -0.020 0.408 -1.757
C -2.595 0.775 -1.253 -0.135 0.070 -0.122 0.788
C -2.271 0.644 -2.616 0.508 -0.201 0.182 1.284
C -3.362 0.740 -3.604 -0.288 0.127 -0.197 -0.082
C -3.667 -0.430 -4.316 -0.147 0.191 0.168 -0.636
C -4.721 -0.473 -5.188 -0.236 0.163 -0.149 -0.877
C -5.517 0.661 -5.405 0.388 -0.128 0.306 0.681
O -6.518 0.491 -6.276 0.123 -0.255 -0.011 -0.436
C -7.386 1.562 -6.581 -0.203 0.322 -0.067 -0.845
C -5.217 1.834 -4.704 -0.389 -0.067 -0.344 -0.586
C -4.162 1.861 -3.810 0.376 -0.202 0.002 -0.630
C -1.062 0.124 -3.091 -0.299 0.285 -0.124 -0.008
N -0.110 -0.477 -2.309 -0.029 -0.011 1.590 0.131
C 0.547 -1.360 -3.119 0.212 -0.323 -0.176 -0.134
C 1.267 -2.473 -2.676 -0.247 0.401 0.154 0.811
C 1.604 -3.489 -3.699 -0.049 -0.221 -0.178 -0.529
C 0.578 -4.283 -4.205 0.283 0.214 0.240 -0.212
C 0.821 -5.244 -5.165 0.117 -0.276 -0.326 -0.726
C 2.111 -5.412 -5.677 -0.073 0.355 0.337 0.833
O 2.452 -6.289 -6.634 0.280 0.176 0.109 -0.447
C 1.438 -7.097 -7.194 -0.296 -0.213 -0.118 -0.844
C 3.144 -4.609 -5.170 -0.082 -0.276 -0.205 -0.972
C 2.896 -3.677 -4.187 -0.199 0.034 0.010 0.086
C 1.565 -2.739 -1.336 0.106 -0.210 -0.230 0.604
C 2.316 -3.876 -0.918 -0.012 0.162 0.222 -1.788
C 2.528 -3.744 0.416 -0.112 0.114 -0.228 -1.619
C 1.890 -2.533 0.826 0.200 -0.122 0.381 0.504
N 1.269 -1.954 -0.247 -0.960 1.052 -0.093 0.281
C 0.182 -1.120 -4.484 -0.217 0.334 0.063 -1.284
C -0.807 -0.188 -4.470 0.441 -0.163 0.073 -1.672
N -1.798 0.479 -0.180 1.818 -1.013 -0.247 0.067
C -2.969 1.148 3.333 -0.180 -0.027 0.332 0.903
C -3.581 2.408 3.276 0.163 -0.098 0.125 -0.640
C -4.424 2.828 4.275 -0.140 -0.039 0.261 -0.967
C -4.700 2.002 5.376 0.255 -0.066 -0.321 0.702
O -5.520 2.514 6.302 0.032 0.228 -0.284 -0.449
C -5.727 1.811 7.510 -0.064 -0.207 0.349 -0.852
C -4.114 0.734 5.426 -0.303 0.165 0.315 -0.729
C -3.265 0.325 4.421 0.035 0.129 -0.306 -0.821
H 6.107 -5.012 7.554 -0.098 -0.022 -0.048 0.258
H 4.495 -5.613 7.090 0.053 0.042 -0.032 0.337
H 4.716 -3.906 7.569 0.005 -0.026 -0.038 0.368
H 2.836 -4.237 6.129 -0.019 0.001 0.080 0.452
H 1.302 -3.211 4.545 -0.092 0.014 0.054 0.633
H 4.534 -2.469 1.847 0.040 -0.006 -0.069 0.573
H 6.085 -3.541 3.440 0.131 0.036 -0.020 0.471
H 1.510 -0.838 4.763 0.081 -0.109 0.237 0.883
H -0.744 0.588 4.843 -0.093 0.056 0.207 0.796
H -4.629 1.391 1.257 -0.128 0.037 0.072 0.728
H -4.715 1.447 -1.398 -0.148 -0.046 -0.101 0.662
H -3.085 -1.320 -4.133 0.004 -0.119 -0.039 0.657
H -4.970 -1.377 -5.719 -0.037 -0.144 -0.081 0.467
H -8.126 1.152 -7.266 0.062 0.089 0.077 0.252
H -6.848 2.377 -7.074 -0.031 -0.036 0.064 0.346
H -7.890 1.934 -5.684 0.034 -0.016 -0.048 0.337
H -5.811 2.721 -4.855 -0.030 0.099 -0.016 0.447
H -3.938 2.780 -3.287 -0.014 0.098 0.065 0.681
H -0.424 -4.161 -3.820 -0.124 0.019 0.014 0.521
H 0.000 -5.852 -5.507 -0.034 -0.067 -0.086 0.430
H 1.917 -7.700 -7.962 -0.024 0.044 0.067 0.247
H 0.654 -6.485 -7.650 0.043 -0.028 0.005 0.342
H 0.996 -7.753 -6.439 0.020 0.012 -0.047 0.343
H 4.132 -4.746 -5.578 0.145 0.001 -0.017 0.455
H 3.705 -3.068 -3.810 0.128 0.054 0.044 0.603
H 2.643 -4.668 -1.557 0.044 -0.216 -0.191 0.645
H 3.028 -4.431 1.069 0.119 -0.112 0.114 0.712
H 0.617 -1.612 -5.331 0.034 -0.128 -0.157 0.767
H -1.332 0.232 -5.307 -0.076 -0.004 -0.088 0.853
H -3.361 3.066 2.449 -0.004 0.098 -0.070 0.791
H -4.889 3.801 4.243 -0.026 0.127 -0.004 0.455
H -6.334 2.464 8.134 0.039 -0.067 -0.054 0.258
H -4.778 1.612 8.016 -0.052 -0.014 -0.043 0.360
H -6.265 0.873 7.344 0.054 0.048 -0.024 0.336
H -4.333 0.054 6.234 -0.041 -0.026 0.099 0.461
H -2.856 -0.673 4.449 0.051 -0.110 0.062 0.600
C 4.724 -0.633 -1.585 -0.007 0.108 0.149 -1.117
C 5.518 -0.416 -0.472 -0.158 0.032 -0.073 -0.848
C 4.977 0.266 0.602 -0.239 0.035 -0.047 -1.176
C 3.643 0.673 0.561 0.489 -0.259 -0.187 1.788
N 2.857 0.361 -0.478 -0.954 -0.055 0.422 0.426
C 3.400 -0.236 -1.531 0.197 -0.079 -0.326 -0.663
C 3.085 1.517 1.633 -0.091 0.485 0.512 -0.482
C 3.911 2.275 2.468 -0.101 -0.139 -0.162 -0.787
C 3.334 3.087 3.429 -0.191 -0.083 0.011 -1.065
C 1.953 3.127 3.532 0.135 -0.019 -0.124 -1.166
C 1.213 2.376 2.630 0.044 0.186 0.168 -1.762
N 1.759 1.595 1.715 0.231 -0.190 -0.296 1.364
H 5.120 -1.102 -2.469 -0.002 -0.095 -0.146 0.533
H 6.540 -0.755 -0.446 0.152 -0.017 -0.005 0.480
H 5.582 0.469 1.470 0.031 0.021 0.094 0.355
H 2.748 -0.403 -2.376 -0.032 -0.027 -0.003 1.108
H 4.982 2.268 2.351 0.092 -0.034 -0.015 0.510
H 3.951 3.689 4.078 0.063 0.015 0.063 0.487
H 1.465 3.741 4.271 -0.096 0.069 0.069 0.614
H 0.132 2.412 2.628 -0.086 0.059 0.080 1.384
N 0.261 1.948 -0.553 0.238 1.256 -0.213 -0.434
C 0.342 3.110 -0.619 -0.126 -1.473 -0.107 0.507
N 0.421 4.389 -0.636 0.206 0.231 0.023 0.057
C 0.368 5.190 -1.852 -0.256 0.309 -0.688 -0.755
C -0.735 6.241 -1.740 0.236 0.074 0.060 -0.570
C -0.554 7.072 -0.472 -0.267 -0.152 0.034 -0.760
C -0.545 6.144 0.739 0.283 0.109 -0.067 -0.600
C 0.603 5.149 0.594 -0.196 0.293 0.744 0.081
H 0.198 4.533 -2.705 0.081 -0.009 0.058 0.414
H 1.338 5.685 -1.974 -0.049 -0.111 -0.015 0.364
H -1.710 5.751 -1.712 -0.040 -0.052 -0.085 0.222
H -0.698 6.878 -2.622 -0.040 -0.026 -0.076 0.388
H -1.358 7.802 -0.382 0.017 0.056 -0.030 0.371
H 0.388 7.621 -0.517 0.051 0.096 -0.008 0.331
H -1.492 5.603 0.792 -0.018 -0.043 0.085 0.190
H -0.423 6.707 1.664 0.016 -0.009 0.040 0.389
H 0.647 4.461 1.439 0.052 0.076 -0.174 -0.250
H 1.557 5.688 0.530 -0.049 -0.120 0.018 0.339
```
Forces are in eV/Å.

Multiplicity: 2
Largest force on an atom in eV/A: 2.10
Total charge: +2
HOMO (spin up / spin down) in eV: -11.816 / -11.443
Kohn-Sham gap (spin up / spin down) in eV: 5.1 / 5.5
⟨S²⟩: 1.13